1.
The following is a DFT calculation (ωB97M-V/def2-TZVPD) of a structure of composition C29H54BCaIN10O2S7Sb2 in a non-equilibrium geometry.

The geometry in XYZ format:
```
107
Properties=species:S:1:pos:R:3
Ca -0.386 0.515 -1.622
C -4.322 -2.629 4.978
C -3.127 -2.962 4.086
C -3.596 -2.929 2.629
C -2.601 -4.353 4.468
N -2.054 -1.965 4.298
C -2.101 -0.993 5.285
C -0.942 -0.327 5.249
N -0.141 -0.861 4.262
B 1.258 -0.186 4.119
N 2.256 -1.007 3.242
C 2.582 -2.258 3.724
C 3.562 -2.779 2.976
N 3.874 -1.857 1.986
C 3.061 -0.751 2.167
S 3.151 0.667 1.266
C 5.040 -1.991 1.078
C 6.101 -0.958 1.482
C 5.641 -3.388 1.231
C 4.640 -1.791 -0.387
N 1.157 1.325 3.735
C 2.294 2.071 3.965
C 2.032 3.361 3.727
N 0.709 3.455 3.319
C 0.167 2.182 3.326
S -1.448 1.814 2.999
C 0.018 4.742 3.069
C -1.050 4.960 4.150
C 1.033 5.882 3.142
C -0.626 4.754 1.678
C -0.820 -1.885 3.678
S -0.210 -2.962 2.525
H -5.129 -3.325 4.750
H -4.682 -1.617 4.786
H -4.068 -2.727 6.035
H -4.274 -3.763 2.437
H -2.745 -3.000 1.962
H -4.106 -1.988 2.414
H -3.385 -5.100 4.332
H -2.276 -4.357 5.511
H -1.751 -4.604 3.841
H -2.963 -0.814 5.896
H -0.606 0.510 5.833
H 1.725 -0.198 5.245
H 2.076 -2.673 4.576
H 4.047 -3.732 3.063
H 6.405 -1.111 2.521
H 5.689 0.042 1.378
H 6.978 -1.047 0.838
H 6.073 -3.528 2.224
H 6.434 -3.509 0.495
H 4.895 -4.166 1.056
H 4.183 -0.821 -0.545
H 3.920 -2.543 -0.707
H 5.526 -1.862 -1.020
H 3.206 1.611 4.294
H 2.691 4.205 3.783
H -0.590 4.975 5.142
H -1.775 4.152 4.110
H -1.565 5.909 3.983
H 1.464 5.966 4.141
H 0.526 6.819 2.913
H 1.832 5.739 2.413
H -1.389 3.985 1.614
H 0.120 4.561 0.908
H -1.085 5.729 1.500
S 1.169 -0.215 -6.591
Sb 0.399 1.126 -4.895
S 1.844 1.179 -3.007
S -1.573 0.170 -3.948
S -0.101 3.312 -5.470
C 2.087 -3.486 -2.108
C 1.505 -2.276 -1.567
N 1.072 -1.301 -1.154
H 2.849 -3.852 -1.421
H 2.535 -3.270 -3.078
H 1.310 -4.239 -2.221
C -4.747 1.287 1.505
Sb -3.171 1.025 0.023
C -3.552 2.986 -0.796
C -4.564 0.101 -1.360
H -5.651 1.676 1.036
H -4.403 1.985 2.269
H -4.984 0.340 1.994
H -4.622 3.192 -0.762
H -3.205 3.002 -1.829
H -3.008 3.745 -0.235
H -5.509 0.647 -1.372
H -4.751 -0.939 -1.087
H -4.115 0.134 -2.353
N -1.330 -3.589 -1.325
C -1.916 -2.478 -1.816
O -1.825 -1.408 -1.225
C -2.677 -2.639 -3.108
I -4.201 -4.196 -2.886
H -0.864 -3.507 -0.424
H -1.552 -4.495 -1.696
H -2.040 -2.972 -3.920
H -3.196 -1.734 -3.387
N 1.431 3.527 -0.558
C 0.329 3.284 -1.323
N 0.107 4.124 -2.349
O -0.525 2.447 -0.962
H 2.239 3.895 -1.033
H 1.670 2.769 0.075
H 0.905 4.600 -2.738
H -0.518 3.805 -3.090
```

Values from the calculation:
DFT total energy = -6103.8958 Eh
charge = -2
M = 1220.6 g/mol
E_LUMO = 3.2 eV
gap between HOMO and LUMO = 5.07 eV

---

2.
The following is a DFT calculation (ωB97M-V/def2-TZVPD) of a structure of composition C28H34HgN3O17S2 in a non-equilibrium geometry.

The geometry in XYZ format:
```
85
Properties=species:S:1:pos:R:3
Hg 2.446 4.196 1.475
C 0.170 0.455 0.498
C 1.484 1.185 0.247
O 1.957 2.013 1.219
H -0.580 1.124 0.925
H 0.347 -0.376 1.182
H -0.281 0.049 -0.407
H 1.348 1.848 -0.637
H 2.238 0.473 -0.119
C 5.489 0.195 0.690
C 5.556 1.717 0.736
O 6.890 2.035 1.128
S 7.817 0.763 1.426
O 7.818 0.574 2.843
O 9.054 0.791 0.722
O 6.825 -0.271 0.684
H 5.064 -0.200 -0.234
H 4.968 -0.282 1.524
H 4.862 2.071 1.502
H 5.389 2.147 -0.250
C 2.476 -0.408 3.634
C 3.613 0.548 4.033
O 4.753 -0.339 4.081
S 4.286 -1.833 4.471
O 4.848 -2.142 5.744
O 4.443 -2.735 3.376
O 2.728 -1.403 4.586
H 2.727 -0.742 2.616
H 1.447 -0.061 3.637
H 3.453 0.949 5.034
H 3.892 1.334 3.332
C -4.356 -1.255 -1.831
C -3.051 -0.859 -2.105
C -2.807 0.478 -2.290
C -3.825 1.399 -2.210
C -5.141 1.015 -1.984
C -5.416 -0.337 -1.779
N -3.550 2.799 -2.542
O -2.605 3.061 -3.258
O -4.242 3.635 -1.992
H -4.648 -2.284 -1.661
H -2.298 -1.626 -2.215
H -1.813 0.859 -2.490
H -5.981 1.693 -2.042
H -6.423 -0.682 -1.599
C -4.598 1.122 2.009
C -5.240 2.213 2.573
C -4.811 3.513 2.312
C -3.665 3.683 1.564
C -2.988 2.578 1.067
C -3.422 1.279 1.276
N -3.152 5.019 1.296
O -2.221 5.157 0.540
O -3.757 5.960 1.777
H -5.062 0.173 2.249
H -6.102 2.022 3.196
H -5.301 4.370 2.751
H -2.038 2.713 0.565
H -2.860 0.458 0.853
C -1.324 -6.599 -1.654
C -1.831 -5.328 -1.887
C -1.784 -4.397 -0.863
C -1.316 -4.701 0.395
C -0.799 -5.984 0.630
C -0.889 -6.938 -0.384
N -1.451 -3.770 1.494
O -1.518 -2.578 1.215
O -1.515 -4.201 2.622
H -1.265 -7.269 -2.502
H -2.177 -5.058 -2.875
H -2.266 -3.451 -1.078
H -0.441 -6.298 1.600
H -0.309 -7.836 -0.214
O 3.261 1.580 -2.828
C 2.329 1.313 -3.538
O 2.387 1.400 -4.876
C 1.174 0.967 -5.526
C 0.132 0.972 -4.380
C 0.925 0.981 -3.083
H 1.375 -0.066 -5.804
H 0.789 1.598 -6.318
H -0.570 0.138 -4.379
H -0.497 1.858 -4.483
H 0.802 0.027 -2.572
H 0.623 1.810 -2.441
```

Values from the calculation:
DFT total energy = -3479.7276 Eh
charge = +1
M = 949.3 g/mol
E_LUMO = -8.9 eV
gap between HOMO and LUMO = 3.38 eV

---

3.
The following is a DFT calculation (ωB97M-V/def2-TZVPD) of a cluster of 3 separate species, C3H12O2S in total in a non-equilibrium geometry.

The geometry in XYZ format:
```
18
Properties=species:S:1:pos:R:3
C 2.326 -0.063 -1.425
C 0.829 -0.240 -1.334
S -0.142 1.307 -1.105
C -1.547 0.950 0.035
H 2.764 -0.115 -0.415
H 2.561 0.918 -1.843
H 2.893 -0.760 -2.036
H 0.383 -0.917 -0.604
H 0.504 -0.660 -2.313
H -1.506 1.674 0.878
H -2.411 1.252 -0.528
H -1.529 -0.088 0.352
O -2.596 -2.582 0.611
H -1.878 -2.381 -0.005
H -2.300 -2.013 1.353
O 1.458 -0.094 3.496
H 0.853 -0.475 2.840
H 1.772 0.628 2.949
```

Values from the calculation:
energy above the lowest of the compared OMol25 structures with the same formula, charge and spin = 24.04 kcal per mole
DFT total energy = -670.1254 Eh
SMILES string = CCSC.O.O
M = 112.2 g/mol
E_LUMO = 0.3 eV
gap between HOMO and LUMO = 8.99 eV

---

4.
The following is a DFT calculation (ωB97M-V/def2-TZVPD) of a structure of composition C59H156F3N13O16Pd in a non-equilibrium geometry.

The geometry in XYZ format:
```
248
Properties=species:S:1:pos:R:3
Pd -2.153 -4.069 -3.148
C -0.441 0.727 -1.459
O 0.231 0.598 -0.208
O -0.647 -0.631 -1.854
C -1.665 1.730 -1.387
F -2.720 1.231 -0.746
F -1.399 2.863 -0.713
F -2.033 2.152 -2.628
C 1.727 0.508 -0.186
C 2.177 0.333 1.292
H 2.180 1.276 1.839
H 1.573 -0.465 1.724
H 3.211 -0.007 1.344
H 2.186 1.486 -0.336
H 2.269 -0.205 -0.808
H 0.292 1.142 -2.150
C -2.527 -3.143 -9.230
C -2.101 -2.588 -7.830
C -2.642 -1.177 -7.629
O -2.417 -3.464 -6.804
H -3.569 -3.448 -9.323
H -1.913 -4.018 -9.441
H -2.242 -2.532 -10.087
H -1.032 -2.386 -7.897
H -2.071 -0.547 -6.946
H -3.712 -1.168 -7.422
H -2.503 -0.624 -8.557
C -12.001 5.845 -5.251
C -10.755 5.846 -6.191
C -9.394 6.087 -5.488
O -9.188 4.969 -4.625
C -7.931 5.003 -3.920
N -10.776 4.507 -6.761
H -12.020 5.004 -4.558
H -12.933 5.827 -5.816
H -12.118 6.713 -4.601
H -10.953 6.597 -6.955
H -9.418 7.015 -4.917
H -8.580 6.265 -6.191
H -7.084 4.749 -4.558
H -7.948 4.336 -3.059
H -7.682 5.945 -3.433
H -10.143 3.957 -6.198
H -11.637 4.039 -6.515
C 4.052 -3.868 6.754
C 4.426 -5.344 7.085
C 4.284 -5.700 8.585
O 5.264 -4.906 9.251
C 5.281 -4.948 10.652
N 3.424 -6.059 6.366
H 4.280 -3.619 5.718
H 4.608 -3.268 7.475
H 3.026 -3.548 6.938
H 5.436 -5.563 6.738
H 4.465 -6.769 8.700
H 3.305 -5.498 9.019
H 5.571 -5.914 11.066
H 4.339 -4.675 11.128
H 5.936 -4.179 11.063
H 2.589 -5.991 6.930
H 3.642 -7.045 6.362
C -6.622 -1.991 -2.912
C -6.531 -3.018 -1.788
C -7.876 -3.443 -1.179
O -7.737 -4.554 -0.295
C -8.911 -4.776 0.541
N -5.806 -4.218 -2.310
H -7.274 -2.359 -3.704
H -5.653 -1.824 -3.383
H -6.962 -1.078 -2.423
H -5.898 -2.682 -0.967
H -8.577 -3.768 -1.947
H -8.358 -2.597 -0.689
H -9.783 -4.727 -0.111
H -9.064 -3.973 1.263
H -8.824 -5.768 0.982
H -6.014 -5.040 -1.761
H -6.231 -4.420 -3.204
C -1.245 12.700 1.732
C -1.941 12.085 2.878
C -1.486 10.610 3.128
O -1.823 9.850 1.938
C -1.194 8.618 1.719
N -1.532 12.840 4.013
H -1.454 12.159 0.809
H -0.159 12.628 1.795
H -1.580 13.710 1.496
H -3.024 12.156 2.768
H -1.994 10.108 3.950
H -0.422 10.513 3.345
H -0.107 8.705 1.722
H -1.411 8.223 0.727
H -1.421 7.935 2.537
H -1.426 13.801 3.720
H -0.573 12.631 4.250
C 1.070 5.976 6.769
C 0.686 4.501 6.829
C 0.066 3.934 5.479
O -1.314 4.065 5.514
C -2.009 3.407 4.441
N 1.942 3.819 7.165
H 0.314 6.676 6.412
H 1.966 6.181 6.183
H 1.350 6.315 7.767
H 0.006 4.373 7.671
H 0.352 2.890 5.358
H 0.565 4.497 4.689
H -2.052 2.331 4.614
H -1.481 3.527 3.495
H -3.054 3.708 4.368
H 2.334 4.396 7.895
H 2.581 4.036 6.414
C -0.345 -9.310 -3.126
C -0.416 -7.783 -3.045
C 0.768 -7.042 -3.665
O 0.555 -5.610 -3.485
C 1.704 -4.893 -3.841
N -1.667 -7.247 -3.526
H -0.429 -9.660 -4.155
H -1.165 -9.760 -2.566
H 0.546 -9.696 -2.630
H -0.558 -7.672 -1.970
H 0.860 -7.241 -4.733
H 1.660 -7.445 -3.185
H 2.559 -5.192 -3.234
H 1.490 -3.825 -3.802
H 1.979 -5.148 -4.865
H -1.772 -7.489 -4.500
H -2.397 -7.847 -3.170
C 7.597 -3.363 -3.317
C 7.104 -3.055 -4.743
C 6.874 -1.560 -5.155
O 6.090 -0.885 -4.173
C 5.822 0.472 -4.422
N 8.033 -3.723 -5.639
H 6.907 -2.845 -2.650
H 8.504 -2.861 -2.980
H 7.643 -4.422 -3.064
H 6.143 -3.554 -4.874
H 6.270 -1.591 -6.062
H 7.834 -1.055 -5.262
H 6.752 1.040 -4.427
H 5.049 0.955 -3.825
H 5.453 0.635 -5.435
H 8.884 -3.181 -5.603
H 7.666 -3.713 -6.580
C 4.169 -5.871 0.930
C 2.845 -6.669 0.886
C 3.102 -8.167 1.070
O 1.859 -8.853 1.312
C 1.989 -10.198 1.672
N 1.976 -6.260 1.969
H 3.874 -4.832 0.783
H 4.903 -6.082 0.152
H 4.604 -5.946 1.927
H 2.194 -6.436 0.043
H 3.769 -8.204 1.931
H 3.609 -8.461 0.152
H 2.859 -10.395 2.298
H 2.147 -10.767 0.756
H 1.061 -10.625 2.054
H 1.332 -7.038 1.993
H 2.468 -6.337 2.847
C 11.397 -2.477 3.375
C 9.932 -2.048 3.296
C 9.633 -1.329 1.998
O 10.650 -0.427 1.619
C 10.278 0.302 0.416
N 9.045 -3.120 3.716
H 11.634 -2.897 4.352
H 12.057 -1.613 3.299
H 11.647 -3.151 2.555
H 9.815 -1.288 4.069
H 8.685 -0.791 1.990
H 9.445 -2.081 1.232
H 9.702 1.171 0.736
H 9.567 -0.276 -0.174
H 11.162 0.759 -0.027
H 8.096 -2.790 3.818
H 9.160 -3.476 4.655
C -10.766 2.817 -0.021
C -10.052 3.138 1.293
C -8.586 2.552 1.402
O -8.663 1.070 1.328
C -7.461 0.480 1.734
N -10.013 4.589 1.473
H -11.781 3.216 -0.033
H -10.829 1.732 -0.103
H -10.236 3.188 -0.898
H -10.657 2.773 2.123
H -8.290 2.937 2.378
H -7.908 2.958 0.652
H -7.602 -0.575 1.967
H -7.155 0.920 2.683
H -6.608 0.569 1.062
H -10.991 4.842 1.456
H -9.682 4.896 0.570
C -2.728 -5.775 2.218
C -2.694 -4.285 1.880
C -2.318 -3.214 2.951
O -3.101 -3.414 4.132
C -2.632 -2.613 5.230
N -1.846 -4.138 0.694
H -3.016 -6.463 1.423
H -3.396 -5.989 3.052
H -1.844 -6.224 2.670
H -3.679 -4.047 1.477
H -2.383 -2.202 2.549
H -1.278 -3.459 3.167
H -3.181 -2.751 6.161
H -2.757 -1.554 5.003
H -1.606 -2.889 5.472
H -0.989 -4.496 1.090
H -1.596 -3.162 0.630
C 4.488 5.197 1.363
C 5.357 5.745 2.532
C 6.046 4.643 3.367
O 5.115 3.877 4.065
C 5.761 2.646 4.529
N 6.223 6.802 1.965
H 5.131 4.859 0.551
H 3.779 5.921 0.963
H 3.888 4.390 1.783
H 4.607 6.283 3.112
H 6.713 5.045 4.129
H 6.674 4.031 2.720
H 4.983 2.039 4.991
H 6.674 2.737 5.117
H 6.036 2.007 3.690
H 5.737 7.531 1.462
H 6.822 6.424 1.245
C 1.123 5.009 -4.764
C 1.817 4.656 -6.102
C 1.404 3.237 -6.664
O 2.385 2.810 -7.654
C 1.969 1.540 -8.122
N 1.530 5.743 -7.034
H 0.180 4.521 -4.519
H 0.967 6.080 -4.630
H 1.803 4.766 -3.947
H 2.904 4.593 -6.045
H 0.377 3.301 -7.023
H 1.477 2.504 -5.860
H 1.829 0.748 -7.387
H 2.675 1.264 -8.905
H 0.998 1.559 -8.617
H 1.823 5.420 -7.945
H 0.528 5.823 -7.128
```

Values from the calculation:
energy above the lowest of the compared OMol25 structures with the same formula, charge and spin = 201.70 kcal per mole
expectation value of S² = 2.015
DFT total energy = -4683.9261 Eh
spin multiplicity = 3
M = 1467.4 g/mol
E_LUMO (alpha / beta) = 0.1 / -2.2 eV
gap between HOMO and LUMO (alpha / beta) = 7.26 / 3.56 eV